# H27O14

A molecular structure, H27O14 (the ωB97M-V functional and the def2-TZVPD basis, the Open Molecules 2025 dataset).

As for the net charge: -1. The energy relative to the best compared isomer or geometry (same formula, charge and spin) is 136.0 kcal/mol. The value obtained for the total energy is -1069.47038 hartree. The orbital gap comes out at 9.41 eV. Its maximum force is 14.87 eV/Å.

The geometry in XYZ format:
```
41
H27O14 (the ωB97M-V functional and the def2-TZVPD basis)
O 0.50020 0.81375 -2.18245
H -0.77138 -0.51979 0.59282
O 1.55193 0.42948 3.29879
H 0.68633 0.23746 -1.39313
H -1.38329 -1.43218 -3.95680
O -0.49686 3.03405 3.36118
H -2.79655 -1.09998 -4.30660
H -0.11671 -2.90879 -3.26423
O 0.16552 -3.67812 -3.65719
H 2.37335 0.43747 -1.90724
H 0.69239 -4.24669 -2.99455
O 3.18081 0.67571 -1.45701
H -0.41899 -1.54256 -1.03108
H 2.03834 -0.39832 3.35457
O -0.98453 -1.62992 -1.87627
H -0.76511 0.33462 1.81114
H -0.91983 -2.27842 3.17054
O 0.49141 -1.50775 0.59541
H 1.77741 -2.43465 3.01181
H -1.77836 -2.16988 -1.67267
O -1.98449 -0.68768 -4.27320
H 0.15322 3.45953 3.82847
H -0.93797 3.72210 -2.33603
O 2.21479 -2.98051 2.25236
H 1.40771 -2.85189 1.68623
H 0.04908 2.40633 2.99858
O -0.47801 2.89853 -0.81462
H 0.02061 3.46965 -0.25582
H 0.02753 2.07769 -0.96582
O -0.21370 -1.70278 2.81470
H 1.08131 -1.14935 0.13811
H -1.58703 3.26977 -3.70094
O -0.79890 0.43299 0.92146
H -1.78554 0.66486 3.29079
H -0.03894 -1.45850 1.75480
O -1.48760 3.96632 -3.08864
H 3.05949 1.07993 -0.65183
H -0.43117 0.70274 -2.41834
O -1.65874 0.21268 3.94326
H 0.97720 0.20898 2.55860
H -0.62763 0.20580 3.95632
```